8
Properties=species:S:1:pos:R:3:forces:R:3:lowdin_charge:R:1 method="wB97M-V/def2-TZVPD" mol_weight_g_mol=64.04 lumo_ev=0.1545 gap_ha=0.410
O -0.5599 -0.6364 -0.8918 -0.192 -0.779 1.020 0.057
O 0.4318 0.3825 -2.6443 -0.291 -3.700 2.531 0.038
O -0.3919 1.6420 2.5252 0.676 -1.052 0.278 -0.085
C 0.3075 -0.6162 -1.9088 0.323 2.830 -2.176 -0.358
H 0.1225 1.4377 3.3388 -0.543 0.201 -0.890 0.047
H 0.8405 -1.5850 -1.9813 0.203 0.478 -0.450 0.135
H -0.4993 -1.4877 -0.3783 -0.037 1.147 -0.905 0.133
H -0.2511 0.8631 1.9406 -0.140 0.875 0.592 0.034

=====

13
Properties=species:S:1:pos:R:3:forces:R:3:lowdin_charge:R:1 method="wB97M-V/def2-TZVPD" mol_weight_g_mol=132.06 lumo_ev=0.6331 gap_ha=0.370
P 1.4158 0.4818 -0.5574 1.123 -2.315 -0.544 0.831
O 0.8617 2.0700 2.7198 -0.089 -0.307 -0.164 0.173
O -1.3550 1.7955 0.9850 -0.370 -0.251 -0.052 0.107
O -0.5147 3.0260 4.2981 -0.999 0.247 0.566 0.223
C 0.1151 2.5204 3.4821 1.158 0.083 -0.282 -0.424
C -1.1442 0.7376 0.4685 0.354 0.888 0.232 -0.503
C -0.3599 0.0986 -0.5941 -1.330 0.097 -1.009 -0.484
C -1.1258 -0.6952 0.6138 2.537 -0.301 0.107 -0.022
H -0.8624 0.1071 -1.6366 0.843 -0.495 1.878 0.125
H -1.8659 -1.2612 0.1444 -1.373 -0.934 -0.054 0.075
H -0.4356 -1.1994 1.3710 -1.220 0.787 -1.064 0.133
H 1.3374 1.2365 0.5306 0.024 1.551 1.620 -0.179
H 1.9189 -0.6367 0.3451 -0.659 0.948 -1.235 -0.054

=====

47
Properties=species:S:1:pos:R:3:forces:R:3:lowdin_charge:R:1 method="wB97M-V/def2-TZVPD" mol_weight_g_mol=407.19 lumo_ev=-7.0619 total_charge=+1 gap_ha=0.176
V -2.9071 1.3413 1.6256 1.466 -3.553 -0.554 1.135
V -1.6172 3.9085 -1.9086 2.957 -2.072 -2.750 1.157
O -2.8340 0.5849 2.9951 -0.230 0.988 -1.228 -0.209
O -0.7218 2.1032 -1.1117 -1.404 1.633 0.113 -0.062
O 0.3359 -2.1214 -0.9458 0.065 -0.113 1.345 -0.073
O 0.2339 -2.4234 -3.8732 -0.117 0.024 -0.233 -0.044
O -0.3122 4.6193 -2.4999 -2.689 -1.025 1.093 -0.229
O -0.8691 1.0810 0.9096 -1.542 0.360 0.042 -0.054
O 0.7231 2.7495 2.6187 -0.425 0.637 0.120 -0.071
O 0.8221 0.6940 -0.4724 -0.442 0.680 0.154 0.181
O -3.6361 0.3367 0.6373 0.629 1.786 1.279 -0.236
O -2.3690 3.2407 -3.1314 0.873 1.378 1.814 -0.223
C 0.9768 0.9437 4.2446 -0.645 0.036 -0.466 -0.042
C 0.2175 -3.0034 0.2120 -0.083 -0.639 -0.828 -0.457
C 0.0727 -0.5312 -5.3186 0.134 -0.066 -0.586 -0.058
C -0.3253 1.2967 -0.2143 0.025 0.476 -0.078 -0.658
C 1.6534 2.0620 3.4706 0.686 -0.139 -0.352 -0.485
C 1.0170 -2.4641 1.3740 0.257 -0.277 -0.137 -0.045
C -1.2411 -3.2534 0.5026 -0.346 -0.747 -0.153 -0.047
C 2.3260 3.0882 4.3638 -0.338 -0.339 -0.090 -0.048
C -1.3683 -0.7907 -3.2659 -0.708 0.093 0.058 -0.049
C 0.0068 -1.0218 -3.8869 0.204 0.022 -0.196 -0.499
H 1.0211 -3.1719 2.2025 -0.374 0.166 0.155 0.093
H -2.1432 -0.9933 -4.0107 0.154 -0.276 -0.059 0.087
H 0.8013 0.0999 3.5723 0.135 -0.187 0.214 0.061
H -1.5032 -1.5029 -2.4528 -0.079 0.138 0.111 0.061
H -1.8296 -2.3562 0.6958 0.127 0.085 0.067 0.072
H -1.6823 -3.7974 -0.3371 -0.067 0.372 -0.188 0.085
H 0.9369 -0.8990 -5.8756 0.134 -0.209 0.381 0.084
H 0.9265 -1.4615 -0.5728 0.088 0.383 -0.768 0.047
H 1.1325 1.1873 -1.2543 0.429 -0.620 -0.104 0.163
H 2.5737 3.9698 3.7774 -0.129 0.173 0.176 0.081
H 3.2545 2.6881 4.7690 -0.038 -0.100 0.029 0.087
H 1.6531 3.2951 5.1969 0.113 0.449 -0.009 0.086
H 0.2942 2.1443 2.0093 0.297 -0.390 0.333 0.015
H 0.1587 0.5566 -5.3735 -0.336 0.018 0.122 0.078
H 0.8491 -0.5400 -3.3604 -0.334 0.087 0.360 0.122
H 0.6149 -1.4909 1.6638 0.104 -0.018 0.276 0.066
H -1.3649 -3.9722 1.3167 0.146 0.298 0.271 0.088
H -0.0447 -2.7252 -2.9986 0.354 -0.058 -0.054 0.058
H 0.6422 -3.9537 -0.1285 0.092 -0.027 0.269 0.142
H 1.5106 0.6272 5.1372 0.213 -0.069 -0.130 0.088
H 2.0760 -2.3879 1.1118 -0.065 0.303 -0.166 0.094
H -1.6662 0.1927 -2.8846 0.675 0.195 -0.037 0.058
H -0.0191 1.2754 4.5560 0.116 0.145 0.146 0.082
H -0.7949 -0.8792 -5.8825 -0.093 0.182 0.067 0.083
H 2.4190 1.6547 2.7973 0.010 -0.184 0.173 0.136

=====

19
Properties=species:S:1:pos:R:3:forces:R:3:lowdin_charge:R:1 method="wB97M-V/def2-TZVPD" mol_weight_g_mol=180.13 lumo_ev=0.7952 gap_ha=0.401
F -1.3887 -1.0753 2.2332 -0.589 -0.319 0.946 0.168
F 0.7099 -0.5915 2.1652 1.816 -1.435 0.905 0.199
F -0.6360 0.9643 2.0234 -0.968 1.513 1.235 0.167
N -0.3675 -1.8290 -0.1066 -0.897 1.279 -0.974 0.077
N 2.7357 0.7839 -0.9478 0.924 -1.332 0.164 0.049
N 0.6276 1.5351 -1.0073 0.974 0.520 -1.651 0.135
N 1.8802 -0.1505 -0.4383 1.694 -0.645 0.360 0.059
C -0.5625 -0.3788 0.1233 2.197 -0.054 0.510 -0.416
C -0.4616 -0.2949 1.7053 -0.239 1.484 -3.629 -0.680
C 0.6515 0.3122 -0.5371 -1.930 0.705 2.032 -0.344
C 1.9727 1.7564 -1.3466 -1.856 -2.045 1.742 -0.180
C -1.8600 0.2794 -0.3652 0.523 0.091 0.411 -0.015
H -0.6741 -1.8633 -1.1147 0.027 -1.362 1.643 0.120
H -2.5486 -0.5916 -0.2791 -0.329 1.167 -0.595 0.093
H 2.1962 -0.9856 0.1107 -0.403 1.277 -1.161 0.182
H 2.4446 2.5352 -1.8549 -0.025 1.479 -0.576 0.085
H -0.9614 -2.2512 0.6316 0.065 -0.533 -1.722 0.091
H -1.6730 0.7645 -1.3921 -0.729 -1.037 1.584 0.109
H -2.0848 1.0805 0.3970 -0.255 -0.755 -1.223 0.101

=====

58
Properties=species:S:1:pos:R:3:forces:R:3:lowdin_charge:R:1 method="wB97M-V/def2-TZVPD" mol_weight_g_mol=596.68 lumo_ev=-4.0706 total_charge=+1 gap_ha=0.276
Zr -0.9508 -0.0322 0.2386 0.044 -0.286 1.200 1.245
S -1.5968 0.0687 2.6594 0.110 -0.091 -0.134 0.613
S -1.1162 -2.5040 0.5140 0.005 0.236 -0.087 0.630
P -1.7577 -0.2260 -2.8708 0.356 0.573 0.361 0.530
P -3.1393 1.2625 -0.7914 0.321 -0.297 -0.402 0.374
P 1.7832 -0.1400 0.6696 -0.217 0.099 -0.009 0.987
O -1.1977 -0.1407 -4.3249 -0.117 -0.012 -0.101 -0.033
O -4.1514 0.7079 -3.3123 -0.091 0.232 0.097 -0.011
O -3.0679 -0.1839 -0.2872 -0.292 0.027 -0.202 -0.430
O -4.4872 2.0021 -0.5708 -0.119 0.206 0.204 -0.028
O -1.8810 1.9139 -0.2230 -0.165 -0.012 -0.070 -0.393
O -2.4622 -1.6130 -2.7919 0.098 -0.208 0.184 -0.063
O -0.6221 -0.0133 -1.8687 -0.324 -0.440 -0.659 -0.425
N -4.1361 -4.3412 1.4846 -0.048 -0.059 -0.004 0.200
N -4.7840 -1.2354 3.9575 -0.057 0.014 0.045 0.201
C 1.6063 -1.3252 3.3236 -0.082 0.090 0.066 -0.118
C 2.2437 1.6269 0.8648 0.170 0.091 0.137 -0.549
C -2.6459 -1.3403 2.4956 -0.270 0.224 0.315 -0.700
C -3.8333 -1.3073 3.3176 0.347 -0.003 -0.194 -0.255
C 1.7207 2.5169 -0.2616 -0.126 0.084 -0.148 -0.104
C 2.1129 -2.2566 -1.0741 -0.089 -0.057 -0.107 -0.125
C -3.4026 -3.4639 1.5900 0.204 0.311 0.023 -0.257
C 2.9805 -0.0703 -1.9471 -0.005 0.109 -0.116 -0.103
C -2.9891 1.1245 -2.6149 -0.079 -0.049 -0.182 -0.579
C 2.7459 -0.9153 -0.7024 0.162 0.003 0.123 -0.533
C -2.4584 -2.3773 1.6527 -0.066 -0.350 -0.203 -0.693
C 1.6725 2.1457 2.1882 -0.120 0.095 0.081 -0.103
C -2.4960 2.4371 -3.2173 0.023 0.006 -0.043 -0.038
C 3.8583 -0.5266 2.5197 0.047 -0.077 0.040 -0.097
C 2.4872 -1.0793 2.1081 0.235 -0.079 -0.180 -0.521
H 2.0512 0.2806 -2.4013 -0.024 -0.083 0.047 0.066
H 1.9860 1.5784 3.0596 0.060 -0.030 0.015 0.058
H -2.4885 -2.0300 -1.9080 -0.078 0.035 -0.063 0.076
H 3.3364 1.6798 0.8939 -0.022 0.052 0.009 0.117
H 3.6136 0.7947 -1.7539 0.010 -0.006 0.045 0.078
H 0.6237 2.5482 -0.2891 0.015 -0.086 0.056 0.056
H 2.0328 3.5454 -0.0718 0.037 -0.011 -0.028 0.096
H 4.3458 -1.2516 3.1730 -0.025 0.003 0.011 0.093
H 1.8958 -2.8939 -0.2167 0.019 0.009 0.037 0.058
H 3.7187 -1.1079 -0.2357 0.002 -0.044 -0.092 0.107
H -2.4478 2.3408 -4.3004 -0.002 -0.004 -0.001 0.097
H 2.6619 -2.0510 1.6341 -0.021 -0.028 0.046 0.100
H 1.9731 3.1845 2.3334 0.045 -0.020 0.008 0.096
H -3.2010 3.2318 -2.9735 -0.013 -0.016 -0.009 0.103
H 1.1808 -2.1096 -1.6277 0.016 0.050 0.033 0.059
H 2.7905 -2.8040 -1.7304 0.003 -0.024 0.020 0.093
H 2.0666 2.2377 -1.2528 0.040 -0.011 0.034 0.057
H 0.6616 -1.8004 3.0707 0.001 -0.048 -0.069 0.037
H -1.5127 2.7113 -2.8365 0.009 -0.020 0.015 0.091
H -1.7114 -0.5938 -5.0138 0.103 0.055 0.084 0.134
H 3.7732 0.4022 3.0808 -0.032 0.037 0.010 0.075
H 1.3761 -0.4090 3.8666 0.015 0.036 0.002 0.066
H -4.8222 0.3385 -2.7249 0.031 -0.088 -0.011 0.114
H 0.5745 2.1500 2.1821 0.040 -0.062 -0.074 0.059
H 3.4914 -0.6866 -2.6884 0.013 0.018 -0.013 0.090
H -4.6907 2.3363 0.3188 -0.016 -0.084 -0.106 0.136
H 2.1495 -1.9831 4.0032 -0.033 -0.007 0.033 0.092
H 4.5356 -0.3536 1.6829 -0.048 -0.002 -0.072 0.074

=====

14
Properties=species:S:1:pos:R:3:forces:R:3:lowdin_charge:R:1 method="wB97M-V/def2-TZVPD" mol_weight_g_mol=78.11 lumo_ev=-3.4126 total_charge=+1 gap_ha=0.480
F -0.5914 0.4051 -2.1539 -0.427 -0.566 -0.950 -0.031
N -0.6669 -0.0970 0.4015 1.630 1.868 -0.050 -0.011
C 0.4537 1.1051 -1.6441 -1.497 -3.190 5.443 -0.047
C -0.4937 -1.2216 1.3787 -1.731 -1.097 -0.872 0.002
C 0.7518 0.2591 -0.0905 -0.449 1.109 -3.149 -0.013
H -0.0001 -0.9093 2.2466 0.360 1.258 1.367 0.086
H 1.2640 -0.7079 -0.1634 0.074 0.582 -0.556 0.108
H -1.2658 -0.1829 -0.4846 0.724 -0.410 1.616 0.194
H 1.3072 0.9272 0.5830 -0.591 -0.272 0.006 0.127
H -1.4708 -1.6979 1.6732 1.157 0.349 -0.666 0.134
H 0.2731 -1.8524 0.9513 -0.656 -0.892 -0.340 0.091
H -0.8959 0.7814 0.9003 -0.793 -0.752 -0.311 0.182
H 1.2599 1.1716 -2.2423 2.727 -0.229 -2.068 0.085
H 0.0749 2.0194 -1.3556 -0.527 2.240 0.530 0.091

=====

Table of energy relative to the best compared isomer or geometry (same formula, charge and spin) (kcal/mol), in record order: 17.1; 10.7; 0.0; 0.0; 4.9; 12.3